#one
8
Properties=species:S:1:pos:R:3 method="wB97M-V/def2-TZVPD" charge=0 multiplicity=1
C -0.0870 0.4819 0.2786
O 2.9425 -0.7104 0.8352
O 3.4256 0.6295 -1.1623
O 0.8546 1.2223 0.6283
S -1.7252 1.4023 0.0595
S 3.1961 0.5705 0.2737
H -0.4470 -0.6587 0.3888
H -2.3706 0.2519 0.9391

---

#two
8
Properties=species:S:1:pos:R:3 method="wB97M-V/def2-TZVPD" charge=0 multiplicity=1
C -0.9599 -0.0532 0.4684
O 1.1800 1.2808 -0.4097
O 2.5388 -0.6429 -0.7997
O 0.1910 -0.8050 0.3121
S -2.4248 -0.6367 -0.3313
S 1.2438 -0.1018 -0.7650
H -0.9020 0.0012 1.5026
H -0.8669 0.9578 0.0226

---

Looking at the structures above, #one is most stable, and the difference to the next one is 147.7 kJ/mol.